## i
A structure of composition C26H26Cl2InN3O7S, computed with the ωB97M-V functional and the def2-TZVPD basis.

```
66
Properties=species:S:1:pos:R:3
In -1.21442 -0.26396 0.24078
C -1.79383 -5.14152 3.59925
O -1.65615 -3.88791 2.95684
C -1.01682 -2.90443 3.64810
C -0.49872 -3.04451 4.91597
C 0.17407 -1.98062 5.52966
C 0.33300 -0.80092 4.85418
C -0.18320 -0.63137 3.55336
C 0.12466 0.62461 2.91059
N -0.14819 0.93685 1.69526
N 0.25663 2.18304 1.25201
C -0.06020 2.36329 -0.00372
O -0.63771 1.49350 -0.77408
C 0.23072 3.69740 -0.59110
C 1.08528 4.59141 0.04848
C 1.30873 5.84644 -0.49474
C 0.67440 6.22024 -1.67284
C -0.18004 5.33115 -2.31085
C -0.39827 4.07100 -1.77434
C -0.89639 -1.67901 2.94004
O -1.47375 -1.62487 1.75680
H -2.31646 -5.78428 2.89628
H -0.81796 -5.57543 3.83230
H -2.38428 -5.05365 4.51498
H -0.60075 -3.98092 5.44526
H 0.57344 -2.10313 6.52660
H 0.86997 0.02253 5.30879
H 0.66538 1.36791 3.49494
H 1.56024 4.29298 0.97321
H 1.97420 6.53865 0.00483
H 0.84315 7.20467 -2.09033
H -0.68404 5.62287 -3.22346
H -1.06597 3.36956 -2.25575
Cl 1.64252 -1.96000 0.95489
C 0.94734 -3.60146 0.89296
Cl 1.69791 -4.66970 2.07974
H 1.13178 -3.98734 -0.10134
H -0.10953 -3.51670 1.12533
C 3.13716 3.53916 -2.73514
C 2.43321 2.21476 -2.76348
C 2.81625 1.18960 -1.90236
C 2.17638 -0.03689 -1.92624
C 1.13600 -0.23085 -2.82241
C 0.74355 0.76646 -3.70773
C 1.39645 1.98309 -3.66795
S 0.29018 -1.75477 -2.83472
O -0.23458 -2.00920 -4.14184
O 1.04102 -2.75824 -2.14369
N -1.07603 -1.42645 -1.82994
C -2.00690 -2.61207 -1.86488
C -3.08592 -2.54544 -0.78758
C -3.85161 -1.22251 -0.81288
O -4.98787 -1.16022 -1.21668
O -3.15802 -0.17368 -0.42176
H 3.55808 3.73764 -1.75082
H 2.45182 4.34933 -2.98211
H 3.95357 3.55149 -3.46088
H 3.62577 1.35559 -1.20217
H 2.48209 -0.84119 -1.27335
H -0.05223 0.58160 -4.41751
H 1.09563 2.77443 -4.34341
H -1.55696 -0.64756 -2.29063
H -1.39059 -3.49926 -1.72507
H -2.45421 -2.65978 -2.85715
H -2.64910 -2.69833 0.20212
H -3.78990 -3.35308 -0.97866
```

Properties
LUMO = -0.323 eV
Molar mass = 710.30 Da
Highest occupied orbital energy = -0.29985 Eh
2S+1 = 1



## ii
A structure of composition C26H26Cl2InN3O7S, computed with the ωB97M-V functional and the def2-TZVPD basis.

```
66
Properties=species:S:1:pos:R:3
In 0.33325 -0.38149 -0.56704
C -2.29761 3.52260 -4.20046
O -1.81360 2.59481 -3.24835
C -2.73814 1.86121 -2.56792
C -4.09371 1.90196 -2.80336
C -4.96832 1.09363 -2.06690
C -4.46547 0.25017 -1.11339
C -3.08080 0.17945 -0.85966
C -2.67273 -0.76074 0.16042
N -1.46299 -1.08319 0.44454
N -1.27259 -1.98768 1.47348
C -0.00447 -2.27186 1.61409
O 0.95383 -1.82119 0.86764
C 0.37856 -3.17172 2.73297
C -0.57401 -3.95013 3.38175
C -0.19228 -4.79879 4.40941
C 1.13915 -4.86836 4.79888
C 2.08873 -4.07932 4.16276
C 1.71027 -3.23530 3.13044
C -2.18848 1.00234 -1.57665
O -0.88683 1.05679 -1.39195
H -1.42506 4.04481 -4.58323
H -2.80832 3.01663 -5.02450
H -2.97593 4.24409 -3.73817
H -4.49295 2.55681 -3.56454
H -6.03124 1.13980 -2.25779
H -5.12946 -0.38366 -0.53839
H -3.45798 -1.24647 0.73834
H -1.60731 -3.88354 3.06905
H -0.93472 -5.40751 4.90969
H 1.43496 -5.53053 5.60253
H 3.12458 -4.11894 4.47427
H 2.43899 -2.61579 2.62579
Cl -0.78933 -1.50073 -3.16290
C -0.49712 -0.18742 -4.34140
Cl -1.80199 -0.07664 -5.51260
H 0.42294 -0.43522 -4.85800
H -0.44212 0.74082 -3.78121
C -0.38092 -6.81958 0.95871
C 0.37338 -5.79834 0.15790
C -0.14995 -5.30102 -1.03291
C 0.55570 -4.38433 -1.79261
C 1.79162 -3.94646 -1.33920
C 2.34170 -4.43335 -0.16079
C 1.62735 -5.35738 0.57825
S 2.69899 -2.80122 -2.29616
O 4.09872 -3.00495 -2.07192
O 2.16793 -2.74790 -3.62422
N 2.33826 -1.26284 -1.59486
C 3.01895 -0.20233 -2.41876
C 2.46028 1.19010 -2.15397
C 2.58534 1.57165 -0.67872
O 3.46079 2.31152 -0.29607
O 1.72580 0.97240 0.10749
H -1.45589 -6.72448 0.80922
H -0.16677 -6.71573 2.02134
H -0.08998 -7.82768 0.65487
H -1.11712 -5.64627 -1.37723
H 0.17634 -4.03886 -2.74284
H 3.31576 -4.09388 0.16492
H 2.03787 -5.72927 1.50896
H 2.76700 -1.29004 -0.66557
H 2.86432 -0.47121 -3.46206
H 4.08929 -0.22944 -2.21385
H 1.41146 1.25361 -2.46762
H 3.03054 1.89978 -2.75092
```

Properties
LUMO = -0.262 eV
Molar mass = 710.30 Da
Highest occupied orbital energy = -0.29823 Eh
2S+1 = 1



Bottom line: i, by a margin of 4.8 kcal/mol.



## i
A cluster of 14 separate species, C4H37NO14S2 in total, computed with the ωB97M-V functional and the def2-TZVPD basis.

```
58
Properties=species:S:1:pos:R:3
S -3.84122 0.69306 -2.58434
S -2.52358 -0.78247 -2.32747
C -1.34092 -0.25124 -1.05635
C -0.40868 0.89487 -1.40468
C 0.69544 0.49273 -2.38755
O 1.46187 -0.63982 -1.97926
N 0.16878 1.54932 -0.19162
C 0.94731 0.75073 0.71062
H -3.28357 1.77597 -3.20761
H -0.72660 -1.11893 -0.82426
H -1.85547 -0.07440 -0.11737
H -0.91953 1.75881 -1.84598
H 0.18752 0.37821 -3.35576
H 1.48757 1.24123 -2.37255
H 0.84359 -1.36492 -1.85402
H 0.55427 2.42557 -0.50701
H 2.04334 0.62859 0.66464
H 0.58536 -0.20045 1.10004
H 0.80093 1.29368 1.67276
H 3.97250 -0.17769 1.57602
H 4.88241 1.13977 1.63852
O 4.20016 0.67743 1.15169
H 3.62961 -0.96334 3.12420
H 2.82990 -2.05444 2.22996
O 3.69301 -1.64369 2.45048
H 3.03918 1.92348 -0.90096
H 4.45953 2.16519 -1.43934
O 3.54301 2.36601 -1.58894
H -0.01463 -4.53679 -1.72739
H -0.85382 -3.82965 -2.71666
O -0.58723 -3.76987 -1.79113
H -1.13752 2.26356 0.56933
H -1.34004 3.57766 1.56978
O -1.77206 2.89036 1.06047
H -3.63684 1.70375 2.20775
H -4.59971 2.14991 1.18595
O -4.57341 1.99191 2.13332
H -1.60097 -2.87039 -0.22597
H -2.10292 -3.47966 0.99695
O -1.62732 -2.68677 0.71743
H -2.96132 3.06311 -0.07691
H -3.73131 4.18428 -0.63033
O -3.67297 3.22908 -0.75023
H -0.35850 -2.74042 2.75403
H -0.86019 -2.99354 4.08541
O -0.09034 -3.22537 3.54813
H 1.37626 -1.85199 0.75047
H 1.14941 -3.11585 0.90109
O 1.32624 -2.40754 1.56110
H -1.70931 0.96897 1.91908
H -2.33444 -0.46009 1.85117
O -2.35121 0.38321 2.31287
H 3.17053 -3.84154 1.11897
H 3.46944 -4.30027 -0.29715
O 2.97295 -4.54109 0.49027
H -0.71279 4.28719 -3.58736
H 0.43907 3.65037 -2.94430
O -0.40076 3.42420 -3.35999
```

Properties
LUMO = -0.256 eV
Molar mass = 387.47 Da
Highest occupied orbital energy = -0.32460 Eh
2S+1 = 1



## ii
A cluster of 14 separate species, C4H37NO14S2 in total, computed with the ωB97M-V functional and the def2-TZVPD basis.

```
58
Properties=species:S:1:pos:R:3
N -0.56888 -0.90256 -0.70019
C 0.62852 -1.42106 -1.31121
C 1.95665 -1.29408 -0.58535
O 1.92920 -0.23503 0.36381
C 0.39922 -2.95635 -1.71382
S -0.10763 -3.12748 -3.57265
S 0.46543 4.81801 -0.20874
C -0.74222 3.48670 -0.05334
H -2.50037 -1.46681 0.23574
H -0.54018 -1.02352 0.37872
H 0.49213 -0.79820 -2.24280
H 2.68996 -1.28110 -1.31031
H 2.18370 -2.19761 0.06878
H 2.41570 0.62305 0.16292
H 1.34042 -3.59965 -1.52561
H -0.39994 -3.39050 -1.08141
H -0.34692 2.27183 -0.11109
H -1.34797 3.37610 0.91298
H -1.57537 3.71121 -0.84228
H -1.17960 0.98027 2.86161
H -1.70899 2.29057 2.27765
O -1.73135 1.34117 2.03281
H -3.24044 1.07133 0.93799
H -4.19033 -0.19818 0.53445
O -3.67992 0.53834 0.23285
H -2.14485 -3.02347 2.00550
H -2.00753 -1.55372 2.13300
O -1.51287 -2.31103 2.28749
H -1.22358 -0.00729 4.56352
H 0.27774 0.00082 4.30207
O -0.47541 0.59250 4.21804
H -1.22540 -2.41502 -3.71737
H -0.78692 0.05868 -0.86803
O 1.26856 4.14407 -1.64983
H 1.19306 -3.51520 1.28200
H 0.20704 -4.52722 0.81004
O 0.83270 -4.34179 1.52021
H 4.03860 0.35716 2.21552
H 3.20212 -0.90729 2.07291
O 4.09426 -0.54942 1.97571
H -0.39212 1.49328 -2.43821
H -2.64778 0.30879 -2.60152
O -2.36837 0.98752 -2.09679
H -3.76643 -2.08942 -0.62922
H -2.81152 0.97426 -1.29212
O -3.24268 -2.12811 0.22336
H 0.17788 -1.43739 1.95715
H 1.41334 -0.57614 2.13475
O 0.94567 -1.11996 2.72615
H 3.11646 1.08358 -2.25819
H 1.97802 2.12078 -2.64769
O 2.38986 1.16019 -2.71493
H 2.58912 2.66820 -0.69655
H 3.32759 3.16282 0.54749
O 3.31511 2.49910 -0.18075
H -0.88366 2.33005 -3.65921
H 0.61339 3.69194 -2.24598
O -0.13219 2.25228 -3.02004
```

Properties
LUMO = -0.133 eV
Molar mass = 387.47 Da
Highest occupied orbital energy = -0.33503 Eh
2S+1 = 1



Bottom line: i, by a margin of 71.3 kcal/mol.